(1)
Density functional theory data (ωB97M-V/def2-TZVPD) for a cluster of 3 separate species, C3H8N2O2 in total at a distorted geometry.

## Properties
energy = -378.93743 a.u.
net charge = 0
LUMO energy (alpha / beta) = 0.027 / 0.017 hartree
highest occupied orbital energy (alpha / beta) = -0.27171 / -0.27846 hartree
strongest force on any atom = 0.0266 hartree/bohr

```
15
Properties=species:S:1:pos:R:3:forces:R:3:lowdin_charge:R:1
C 0.082 0.066 0.726 -0.504 -0.197 -1.250 -0.431
C -2.054 -1.190 1.323 -1.014 -0.563 0.700 0.018
N -0.469 -0.291 -0.374 0.377 0.341 0.959 0.069
C 1.616 0.849 -1.232 1.128 0.517 -0.572 -0.376
N 1.017 1.359 -2.319 0.013 0.027 -0.043 0.110
O 0.977 -0.667 1.393 0.088 -0.078 0.142 0.060
O 2.774 0.920 -0.922 -0.301 -0.001 -0.055 0.039
H 1.367 -0.162 2.119 -0.078 -0.040 -0.101 0.120
H -0.144 -1.218 -0.651 0.058 -0.006 0.046 0.082
H -0.154 1.042 1.140 0.022 0.025 0.075 0.137
H 1.541 1.877 -3.020 -0.105 -0.150 0.213 0.105
H 0.028 1.218 -2.434 0.043 -0.019 0.046 0.077
H -2.796 -1.236 0.539 0.098 0.048 -0.049 -0.007
H -1.563 -2.110 1.610 0.094 0.058 -0.060 -0.001
H -2.222 -0.458 2.103 0.083 0.038 -0.050 -0.003
```
Positions in Å, forces in eV/Å.

=====

(2)
Density functional theory data (ωB97M-V/def2-TZVPD) for a cluster of 2 separate species, C4H12 in total at a distorted geometry.

## Properties
energy = -159.57084 a.u.
net charge = 0
LUMO energy = 0.042 hartree
highest occupied orbital energy = -0.42692 hartree
strongest force on any atom = 0.0236 hartree/bohr
SMILES = CC.CC

```
16
Properties=species:S:1:pos:R:3:forces:R:3:lowdin_charge:R:1
C -2.022 -0.025 -2.531 -0.220 -0.661 -0.230 -0.166
C -1.151 -0.914 -1.641 0.422 -0.617 -0.172 -0.173
H -1.686 -0.008 -3.567 0.323 0.318 0.059 0.058
H -3.030 -0.450 -2.627 0.090 0.202 0.371 0.062
H -2.108 0.973 -2.117 0.028 0.233 -0.236 0.057
H -0.109 -1.082 -1.958 -0.318 0.485 -0.254 0.066
H -1.556 -1.925 -1.595 -0.138 -0.003 0.172 0.058
H -1.074 -0.531 -0.632 -0.195 0.040 0.285 0.037
C 1.681 1.080 2.608 0.804 -0.761 -0.259 -0.160
C 1.527 -0.052 1.571 -1.147 -0.400 0.042 -0.167
H 0.905 1.817 2.470 -0.086 0.275 0.275 0.055
H 1.710 0.692 3.623 -0.459 0.029 0.113 0.057
H 2.665 1.540 2.506 -0.151 0.298 -0.226 0.057
H 2.401 -0.196 0.937 -0.137 0.006 0.012 0.060
H 0.628 0.098 0.959 0.498 0.495 -0.337 0.038
H 1.220 -1.016 1.995 0.685 0.062 0.386 0.061
```
Positions in Å, forces in eV/Å.

=====

(3)
Density functional theory data (ωB97M-V/def2-TZVPD) for a cluster of 2 separate species, C5H12NOS in total at a distorted geometry.

## Properties
energy = -725.70837 a.u.
net charge = -1
LUMO energy = 0.121 hartree
highest occupied orbital energy = -0.13028 hartree
strongest force on any atom = 0.0849 hartree/bohr

```
20
Properties=species:S:1:pos:R:3:forces:R:3:lowdin_charge:R:1
C -0.421 -0.329 0.374 2.191 -2.228 3.049 -0.252
N -0.567 -1.758 0.602 -0.200 1.419 -0.087 -0.006
C 0.643 -2.356 1.331 0.425 -0.240 -0.101 -0.541
O 1.671 -2.529 0.514 0.129 -0.012 -0.066 -0.313
C 0.873 0.248 0.451 0.200 -0.668 1.371 -0.098
C 0.380 0.045 -1.071 -2.083 2.404 -2.706 -0.208
C -0.652 1.145 -1.650 -0.288 -0.337 0.664 -0.742
S -0.842 2.607 -0.649 -0.086 0.344 0.179 0.241
H -1.183 0.330 0.750 -0.817 0.510 -1.339 0.103
H 0.295 0.211 3.349 -0.497 -0.212 0.142 0.043
H -0.379 -2.180 -0.291 -0.519 -0.680 -0.404 0.076
H 0.208 -3.290 1.754 0.004 0.021 0.024 0.082
H 0.859 -1.682 2.189 -0.304 -0.035 -0.002 0.050
H 0.913 1.268 0.837 -0.076 0.009 -0.987 0.072
H 1.731 -0.395 0.615 -0.057 -0.327 -0.167 0.100
H 1.258 0.376 -1.598 0.891 0.308 0.572 0.154
H 0.153 -0.853 -1.630 0.477 -0.740 0.738 0.130
H -0.311 1.448 -2.614 0.371 -0.043 -0.841 0.015
H -1.584 0.593 -1.791 -0.183 0.152 -0.024 0.044
H -0.332 -0.202 3.441 0.422 0.354 -0.017 0.050
```
Positions in Å, forces in eV/Å.

=====

(4)
Density functional theory data (ωB97M-V/def2-TZVPD) for a structure of composition C20H29BF2N12SSr at a distorted geometry.

## Properties
energy = -2090.31686 a.u.
net charge = 0
LUMO energy (alpha / beta) = 0.006 / -0.009 hartree
highest occupied orbital energy (alpha / beta) = -0.22638 / -0.16354 hartree
strongest force on any atom = 0.0826 hartree/bohr

```
66
Properties=species:S:1:pos:R:3:forces:R:3:lowdin_charge:R:1
Sr -0.858 0.123 -0.303 -0.939 -0.302 0.048 1.306
C 1.354 -3.785 -3.791 0.737 2.098 -2.108 -0.104
C 1.191 -4.427 -2.502 0.858 -2.847 0.597 -0.337
N 0.482 -3.647 -1.594 -1.842 0.401 0.824 -0.054
C 1.083 -3.011 -0.584 0.452 0.588 0.000 -0.822
S 0.040 -2.496 0.733 -0.143 -0.023 -0.134 0.504
N 2.386 -2.830 -0.727 -1.293 -0.293 1.216 0.093
N 2.751 -1.872 0.215 0.729 0.040 -0.807 -0.012
C 3.187 -2.057 1.478 -0.568 1.347 -2.575 -0.242
C 3.544 -3.350 1.974 -0.238 -2.128 1.062 -0.015
C 3.528 -0.795 1.971 1.051 -0.501 0.214 -0.176
C 4.332 -0.506 3.078 -0.628 0.001 1.595 -0.016
C 4.784 0.768 3.298 -0.895 0.303 -1.012 -0.058
C 4.528 1.731 2.258 0.400 0.496 -0.475 -0.056
C 3.806 1.372 1.133 0.686 1.219 0.719 -0.063
N 3.311 0.156 1.026 -0.713 -0.051 -1.638 0.119
H 1.910 -4.325 -4.554 -0.120 -0.564 0.065 0.070
H 2.006 -2.893 -3.627 -0.791 -0.208 -0.196 0.089
H 0.371 -3.492 -4.241 0.777 -0.073 0.378 0.083
H 2.133 -4.769 -2.039 -0.088 0.602 -0.320 0.127
H 0.655 -5.362 -2.556 -0.437 -0.558 -0.516 0.115
H -0.522 -3.762 -1.540 0.360 -0.080 0.316 0.116
H 4.523 -3.650 1.567 -0.360 -0.081 -0.015 0.110
H 2.775 -4.139 1.763 0.716 0.748 -0.094 0.101
H 3.643 -3.320 3.058 0.083 -0.036 0.096 0.080
H 4.411 -1.265 3.866 0.218 0.255 -0.422 0.119
H 5.182 1.044 4.263 0.452 0.065 -0.191 0.101
H 4.994 2.719 2.229 -0.287 -0.287 0.440 0.097
H 3.607 2.045 0.274 0.307 -0.408 0.770 0.148
N -1.497 -0.444 -3.132 0.389 -1.050 -0.163 -0.046
C -2.107 0.736 -3.734 -0.340 1.807 0.457 -0.282
C -1.207 2.023 -3.596 -0.762 -0.760 -0.522 -0.240
N -0.764 2.210 -2.191 2.364 -0.401 -0.593 -0.066
H -0.523 -0.606 -3.436 -0.509 0.481 -0.021 0.084
H -1.981 -1.274 -3.507 0.150 0.485 0.570 0.088
H -3.072 0.975 -3.238 0.522 -0.432 0.107 0.111
H -2.382 0.607 -4.777 0.250 -0.033 -0.365 0.101
H -1.771 2.906 -3.970 0.220 -0.592 0.239 0.114
H -0.378 1.875 -4.333 -0.108 0.290 1.075 0.119
H -1.345 2.813 -1.623 0.009 0.403 -0.359 0.069
H 0.260 2.499 -2.171 -2.050 -0.180 0.175 0.111
N 0.353 0.858 3.020 0.520 -0.086 0.405 0.159
C -0.698 1.716 2.933 -1.672 -0.697 -2.524 -0.469
N -0.856 2.847 3.570 0.654 0.666 1.545 0.153
C -2.003 3.515 3.295 -0.906 -1.488 -1.461 -0.444
N -2.352 4.588 4.045 0.866 0.760 0.698 0.134
N -2.882 3.128 2.358 0.002 2.457 1.446 0.131
C -2.605 2.040 1.670 -1.243 -1.690 -1.985 -0.355
N -1.533 1.294 1.949 1.141 -0.963 -0.178 0.004
C -3.582 1.567 0.628 1.418 3.055 2.588 -0.317
C -4.695 2.402 0.472 -1.870 -0.784 -1.741 -0.044
C -5.731 1.845 -0.308 0.190 0.633 1.305 -0.074
C -5.710 0.442 -0.713 -0.091 1.894 0.298 -0.103
C -4.549 -0.211 -0.495 0.234 -0.272 -0.200 -0.209
N -3.470 0.411 -0.010 1.864 -2.271 0.252 -0.072
H 0.928 0.876 3.818 0.716 0.454 1.004 0.083
H 0.184 -0.095 2.728 -0.243 0.162 -0.241 0.067
H -1.671 4.926 4.738 -0.605 -0.303 -0.794 0.108
H -3.008 5.255 3.647 0.274 -0.502 0.220 0.103
H -4.660 3.401 0.941 -0.468 -0.782 -0.445 0.101
H -6.658 2.417 -0.392 0.241 -0.159 -0.311 0.084
H -6.540 -0.002 -1.219 -0.425 -0.240 0.039 0.078
H -4.438 -1.282 -0.650 0.034 0.131 -0.458 0.105
F 3.545 -0.114 -1.423 0.530 -0.445 -0.365 0.191
B 2.770 -0.478 -0.370 0.303 0.923 2.559 -0.924
F 1.491 0.128 -0.650 -0.082 -0.195 -0.092 -0.078
```
Positions in Å, forces in eV/Å.

=====

(5)
Density functional theory data (ωB97M-V/def2-TZVPD) for the molecule C8H7N3 at a distorted geometry.

## Properties
energy = -473.27154 a.u.
net charge = 0
LUMO energy = -0.010 hartree
highest occupied orbital energy = -0.33950 hartree
strongest force on any atom = 0.0919 hartree/bohr
SMILES = Nc1ccc2nccnc2c1

```
18
Properties=species:S:1:pos:R:3:forces:R:3:lowdin_charge:R:1
N 3.226 -0.676 0.063 0.331 -0.845 1.449 0.074
C 1.833 -0.371 0.036 -1.128 -0.354 0.470 -0.325
C 1.524 0.954 -0.033 3.365 1.726 -0.112 -0.095
C 0.350 1.515 -0.072 -2.761 1.294 0.801 -0.025
C -0.773 0.693 0.068 -2.379 0.590 -0.443 -0.217
N -2.052 1.253 0.172 -0.902 -1.488 -0.481 0.120
C -3.083 0.397 0.047 4.535 -0.741 -1.097 -0.064
C -2.780 -1.043 -0.119 -0.786 1.144 2.018 -0.107
N -1.619 -1.591 0.131 -0.219 1.115 -1.831 0.127
C -0.593 -0.684 0.012 0.977 -0.907 1.234 -0.225
C 0.737 -1.176 0.014 1.386 -2.933 -0.024 0.043
H 3.538 -0.137 -0.685 1.024 0.412 -2.445 0.043
H 3.735 -0.092 0.759 -1.011 -0.936 0.361 0.103
H 2.403 1.571 -0.035 0.204 0.743 -0.111 0.118
H 0.245 2.582 -0.049 -0.208 0.303 -0.148 0.121
H -4.044 0.790 -0.134 -1.070 0.344 0.331 0.083
H -3.613 -1.711 -0.147 -0.550 -0.406 -0.173 0.088
H 0.966 -2.272 -0.029 -0.807 0.936 0.201 0.137
```
Positions in Å, forces in eV/Å.

=====

(6)
Density functional theory data (ωB97M-V/def2-TZVPD) for a structure of composition C24H54O3P2Re at a distorted geometry.

## Properties
energy = -1931.52579 a.u.
expectation value of S² = 3.784
net charge = +4
LUMO energy (alpha / beta) = -0.546 / -0.554 hartree
multiplicity = 4
highest occupied orbital energy (alpha / beta) = -0.72050 / -0.72040 hartree
strongest force on any atom = 0.1942 hartree/bohr

```
84
Properties=species:S:1:pos:R:3:forces:R:3:lowdin_charge:R:1
Re 1.050 0.456 -1.247 -2.041 0.262 -1.063 0.945
C 1.551 -0.014 -3.064 2.118 -5.041 -8.355 -0.232
O 1.939 -0.555 -4.087 -2.434 4.018 6.778 0.154
C 1.222 2.279 -0.492 0.540 5.447 3.672 -0.197
O 1.448 3.277 0.072 -0.930 -3.880 -2.578 0.193
P -1.615 0.265 -1.642 -1.753 2.898 -1.386 1.075
C -3.033 1.173 -0.636 0.256 0.500 -0.252 -0.496
H -3.768 1.526 -1.447 1.362 -0.733 1.086 0.117
C -1.487 1.694 -2.974 -0.990 -1.329 -0.321 -0.502
H -0.634 2.179 -2.547 0.609 0.867 -0.009 0.036
C -2.767 -1.017 -2.526 1.940 1.460 -0.109 -0.505
H -3.130 -1.761 -1.726 -0.491 -0.832 1.880 0.120
C 2.596 -3.055 -0.260 -0.332 0.430 -0.482 -0.439
P 2.120 -1.048 0.018 2.011 -5.532 5.017 0.944
H 3.476 -1.435 2.186 -2.196 -0.115 -0.567 0.149
H 1.806 -3.751 0.064 -0.540 0.731 0.203 0.101
C 3.838 -0.387 -0.122 -0.817 -0.224 0.005 -0.557
H 4.382 -1.308 0.199 0.015 1.075 -0.380 0.103
C -1.148 1.145 -4.359 -1.620 1.869 -1.147 -0.110
H -2.059 0.717 -4.882 1.154 0.632 0.607 0.107
H -0.372 0.447 -4.413 1.119 -1.022 -0.085 0.008
H -0.848 2.062 -4.942 -0.199 -1.096 0.227 0.132
C -2.666 2.682 -3.161 0.375 0.554 0.716 -0.065
H -2.344 3.391 -3.950 -0.275 -0.355 0.423 0.123
H -2.885 3.271 -2.249 0.121 -0.228 -0.727 0.082
H -3.592 2.201 -3.480 0.219 0.042 -0.131 0.083
C -4.028 -0.475 -3.161 -0.336 -0.251 -0.412 -0.046
H -4.647 0.087 -2.472 -0.171 0.090 -0.059 0.082
H -4.624 -1.344 -3.516 0.345 0.534 0.072 0.139
H -3.777 0.167 -4.039 -0.192 -0.583 0.724 0.106
C -1.923 -1.879 -3.465 -0.031 -0.883 -0.125 -0.066
H -2.486 -2.795 -3.689 0.301 0.165 -0.185 0.118
H -0.955 -2.158 -3.029 -0.226 0.008 -0.114 0.072
H -1.736 -1.334 -4.425 -0.345 -0.352 0.903 0.111
C -3.789 0.292 0.355 0.627 -1.013 -1.269 -0.080
H -4.514 -0.385 -0.193 0.105 -0.146 0.153 0.121
H -4.479 0.886 0.973 -0.196 -0.236 -0.011 0.152
H -3.163 -0.259 1.063 0.155 0.090 0.119 0.071
C -2.442 2.393 0.063 0.354 0.003 0.573 -0.103
H -1.795 2.075 0.899 -0.333 0.089 -0.148 0.061
H -3.251 3.014 0.483 0.250 -0.164 -0.183 0.125
H -1.838 3.029 -0.589 -0.212 -0.067 -0.024 0.068
C 3.890 -3.536 0.449 -0.154 0.450 -0.823 -0.070
H 3.940 -3.295 1.513 0.240 -0.082 -0.059 0.065
H 4.764 -3.094 -0.067 -0.197 -0.492 0.466 0.107
H 3.947 -4.636 0.336 -0.010 0.500 -0.024 0.130
C 2.661 -3.275 -1.755 0.560 -0.319 -0.175 -0.111
H 3.511 -2.735 -2.186 -0.162 -0.333 -0.080 0.080
C 1.912 -0.074 2.775 -2.201 0.274 0.613 -0.124
H 1.749 -2.970 -2.258 -0.161 0.010 -0.103 0.062
H 2.806 -4.348 -1.933 0.048 0.233 -0.193 0.118
C 1.614 -2.559 2.587 -0.466 1.748 2.168 -0.057
H 0.789 0.026 2.767 1.010 0.025 -0.023 0.070
H 2.194 -0.080 3.830 0.185 -0.148 0.023 0.120
H 2.283 0.865 2.360 0.063 -0.446 -0.068 0.066
C 2.315 -1.335 2.049 2.039 1.298 -1.562 -0.424
H 1.869 -2.635 3.703 -0.010 -0.469 -0.856 0.228
H 2.243 -3.551 2.550 0.037 -0.089 0.536 0.236
H 0.511 -2.431 2.792 0.710 -0.704 -0.505 0.185
C 4.119 0.811 0.768 2.049 -0.956 0.898 -0.076
H 3.412 1.613 0.668 -0.095 0.434 -0.086 0.045
H 5.136 1.127 0.415 -0.802 0.230 0.595 0.132
H 4.219 0.525 1.856 0.012 0.504 -1.312 0.108
C 4.065 -0.042 -1.574 1.829 -0.411 -0.036 -0.106
H 3.915 -0.877 -2.277 0.044 0.625 0.286 0.070
H 5.155 0.211 -1.555 -0.825 0.295 -0.896 0.141
H 3.486 0.858 -1.876 0.230 0.135 -0.059 0.076
H 1.526 -3.439 1.862 -0.462 -0.356 -0.592 0.175
H -3.224 -1.283 -0.603 -0.768 0.453 -1.485 0.375
C -1.175 -0.130 4.677 -0.562 -0.358 0.349 -0.055
C -1.867 0.607 3.547 -0.218 0.043 -0.664 -0.264
O -0.975 1.376 2.713 -0.140 -0.032 0.205 -0.280
C -0.414 2.578 3.323 0.198 -0.469 -0.255 -0.250
C -1.420 3.438 4.054 0.411 0.196 0.575 -0.057
H -1.959 -0.626 5.293 0.631 0.325 -0.280 0.113
H -0.501 -0.922 4.305 -0.191 0.319 0.156 0.046
H -0.612 0.558 5.319 -0.111 -0.224 -0.071 0.094
H -2.331 -0.124 2.835 0.287 0.489 0.690 0.098
H -2.673 1.262 3.926 0.343 -0.375 -0.099 0.126
H 0.404 2.264 3.995 -0.212 0.235 -0.139 0.117
H 0.037 3.115 2.471 -0.183 -0.131 0.340 0.106
H -1.691 2.989 5.027 0.023 0.311 -0.423 0.096
H -0.942 4.415 4.261 -0.324 -0.455 -0.034 0.110
H -2.321 3.612 3.469 -0.009 0.033 -0.041 0.085
```
Positions in Å, forces in eV/Å.